Entry 1:
A 7-piece molecular cluster, H14O7 overall in a non-equilibrium geometry. Source: the Open Molecules 2025 dataset; level of theory: the ωB97M-V functional and the def2-TZVPD basis.

Each line ends with the natural charge from an NBO analysis.
Geometry (Å):
O1 0.3108 -0.3146 1.1401  -0.97
H1 -0.3777 -1.0255 1.2448  0.55
H2 1.2578 -0.5536 0.9350  0.55
O2 2.5853 -0.7884 -0.2174  -0.98
H3 2.8071 -1.2746 -1.0167  0.49
H4 2.7974 0.1387 -0.4542  0.51
O3 1.7604 1.7295 -0.9684  -0.99
H5 0.8220 1.8432 -0.7495  0.51
H6 1.9355 2.2102 -1.7806  0.48
O4 -0.4473 2.2607 0.8451  -0.98
H7 0.2523 2.5381 1.4430  0.47
H8 -0.4318 1.2805 0.8810  0.50
O5 -2.5404 0.1148 0.4692  -1.01
H9 -3.1791 0.7311 0.1031  0.48
H10 -2.0182 -0.2219 -0.2932  0.50
O6 -1.3813 -2.5535 0.8150  -0.96
H11 -2.2336 -2.0996 0.8815  0.50
H12 -1.2271 -2.6014 -0.1450  0.50
O7 -0.5852 -0.6957 -1.1347  -1.10
H13 0.0428 -0.4790 -0.1389  0.49
H14 -0.1498 -0.2388 -1.8594  0.47

Cartesian forces, eV/Å:
0.36 0.07 -0.03
1.04 -0.52 0.51
-0.85 -0.75 0.47
0.68 0.55 -0.07
-0.18 -0.27 0.11
-0.45 -0.33 0.15
0.26 -0.12 -0.17
-0.02 0.32 0.20
-0.15 0.13 0.00
0.04 -0.18 -0.44
0.02 -0.02 0.05
-0.21 0.71 0.37
-0.16 -0.43 0.00
0.02 0.06 0.05
-0.02 0.39 -0.07
-0.03 0.10 -0.17
-0.04 0.02 0.06
0.07 0.15 0.30
1.44 0.23 1.58
-1.80 -0.08 -2.91
-0.01 -0.03 0.02

Computed properties:
Calculated total energy in a.u.: -535.0642
Energy relative to the best compared isomer or geometry (same formula, charge and spin) in kcal/mol: 37.4
Lowest unoccupied orbital energy in eV: 0.3
HOMO energy in eV: -10.620
SMILES: O.O.O.O.O.O.O

Entry 2:
C19H9CoN5O9SSe as an isolated structure in a non-equilibrium geometry. Source: the Open Molecules 2025 dataset; level of theory: the ωB97M-V functional and the def2-TZVPD basis.

Each line ends with the natural charge from an NBO analysis.
Geometry (Å):
Co1 0.6566 -0.4041 -0.1947  1.29
O1 2.7461 -5.3987 1.8747  -0.65
C1 2.0911 -4.2519 1.5587  0.37
C2 2.5489 -3.0087 1.9926  -0.31
C3 1.8487 -1.9062 1.5771  0.15
N1 0.7668 -2.0050 0.7939  -0.45
C4 0.2469 -3.1957 0.4669  0.19
C5 0.9107 -4.3502 0.8399  -0.28
C6 -1.1643 -3.2493 -0.1857  0.74
O2 -1.6191 -4.3962 -0.2954  -0.72
O3 -1.6804 -2.1365 -0.3926  -0.76
C7 2.1343 -0.4760 1.9937  0.76
O4 2.9681 -0.2223 2.8394  -0.63
O5 1.3477 0.3732 1.4062  -0.69
H1 3.6043 -5.1733 2.2500  0.48
H2 3.4196 -2.8862 2.6233  0.23
H3 0.4803 -5.3015 0.5652  0.26
Se1 -3.9248 5.7013 -0.7970  0.87
N2 -3.9938 4.2123 0.1977  -0.62
C8 -2.9407 3.5056 -0.0918  0.20
C9 -2.6327 2.2171 0.5181  -0.16
C10 -3.4237 1.5847 1.4736  -0.11
C11 -3.0114 0.3677 1.9766  -0.25
C12 -1.8267 -0.1990 1.5155  0.15
N3 -1.0689 0.4071 0.6150  -0.43
C13 -1.4644 1.5747 0.1173  0.26
C14 -0.5665 2.1347 -0.8836  0.27
N4 0.5001 1.3758 -1.1727  -0.42
C15 1.3554 1.8292 -2.0824  0.11
C16 1.1721 3.0541 -2.7262  -0.25
C17 0.0772 3.8344 -2.4312  -0.11
C18 -0.8264 3.3622 -1.4804  -0.14
C19 -2.0376 4.0752 -1.0831  0.13
N5 -2.3808 5.2298 -1.5752  -0.60
H4 -4.3424 2.0531 1.8006  0.23
H5 -3.6023 -0.1623 2.7092  0.23
H6 -1.4743 -1.1589 1.8611  0.24
H7 2.1978 1.1990 -2.3227  0.28
H8 1.9044 3.3622 -3.4585  0.23
H9 -0.0986 4.7858 -2.9143  0.23
O6 2.7461 -0.6348 -3.1530  -1.00
S1 2.2917 -1.3197 -1.9647  2.56
O7 2.4433 -0.4301 -0.7032  -0.93
O8 0.7580 -1.3542 -1.9177  -0.97
O9 2.8636 -2.6183 -1.7402  -0.98

Cartesian forces, eV/Å:
0.59 1.87 0.41
0.04 0.03 -0.05
0.01 -0.06 0.06
-0.09 0.06 -0.02
-0.04 -0.06 0.09
0.22 -0.24 -0.14
0.16 -0.11 -0.01
-0.11 0.08 0.08
0.02 -0.28 0.22
0.05 0.10 -0.15
-0.08 0.14 -0.06
0.09 0.01 -0.02
0.00 -0.03 0.05
-0.03 0.11 0.11
-0.04 -0.01 0.03
0.00 0.03 0.01
-0.01 0.00 -0.01
0.13 -0.17 0.02
-0.06 0.10 -0.03
0.08 0.01 -0.05
0.09 -0.03 0.01
0.02 -0.07 0.04
-0.05 0.08 0.02
0.07 0.03 0.02
-0.66 -1.03 -0.46
0.09 0.06 0.06
-0.15 -0.04 0.08
0.15 0.16 -0.13
-0.03 0.07 0.05
-0.02 0.02 -0.01
0.07 -0.12 0.03
0.03 -0.03 -0.03
-0.04 -0.01 0.05
-0.09 0.08 0.02
-0.01 0.00 0.00
0.00 0.00 0.01
-0.05 0.02 -0.01
0.02 -0.01 0.01
-0.01 0.02 -0.01
0.00 0.01 0.00
0.28 0.17 0.11
-0.97 -0.67 -0.07
0.47 -0.36 -0.29
-0.29 0.06 -0.05
0.14 0.02 0.02

Computed properties:
Total charge: -1
Calculated total energy in a.u.: -5862.9989
Energy relative to the best compared isomer or geometry (same formula, charge and spin) in kcal/mol: 15.7
Lowest unoccupied orbital energy in eV: 0.9
HOMO energy in eV: -5.770

Entry 3:
C3H5FO2S as an isolated structure in a non-equilibrium geometry. Source: the Open Molecules 2025 dataset; level of theory: the ωB97M-V functional and the def2-TZVPD basis.

Each line ends with the natural charge from an NBO analysis.
Geometry (Å):
C1 1.3693 0.2407 0.2933  -0.51
C2 -0.0412 -0.4070 0.3664  -0.06
C3 1.7422 -1.1153 -0.2131  0.77
H1 1.4554 1.8566 -1.5507  0.15
H2 1.5851 0.0917 1.3307  0.25
H3 -0.5626 0.0297 -0.3697  0.17
H4 -0.6914 -0.3938 1.3184  0.20
H5 -5.0153 0.9314 0.0866  0.55
O1 0.4565 -1.6753 -0.1423  -0.47
O2 2.8310 -1.5799 -0.5508  -0.54
F1 -5.2687 0.1992 -0.3657  -0.55
S1 2.1397 1.8220 -0.2032  0.03

Cartesian forces, eV/Å:
-0.10 -0.89 1.73
-0.41 0.48 1.36
3.59 -1.43 -1.86
1.44 0.04 2.56
1.19 0.58 0.96
-2.66 1.28 -2.66
1.56 -0.47 -1.24
0.46 1.41 0.86
1.66 0.79 0.95
-3.77 0.70 0.80
-0.46 -1.40 -0.86
-2.50 -1.09 -2.61

Computed properties:
Calculated total energy in a.u.: -765.7696
Energy relative to the best compared isomer or geometry (same formula, charge and spin) in kcal/mol: 42.0
Lowest unoccupied orbital energy in eV: 0.3
HOMO energy in eV: -9.961

Entry 4:
C12H36AgKN8O10 as an isolated structure in a non-equilibrium geometry. Source: the Open Molecules 2025 dataset; level of theory: the ωB97M-V functional and the def2-TZVPD basis.

Each line ends with the natural charge from an NBO analysis.
Geometry (Å):
Ag1 -2.7365 -0.9244 -0.4626  0.99
K1 -2.8966 1.8821 2.4316  0.99
C1 -0.2306 0.1620 -0.0071  0.93
O1 -0.2922 -1.0810 -0.0993  -0.58
O2 0.8730 0.7917 -0.0181  -0.61
O3 -1.3273 0.7058 0.2475  -0.71
C2 -0.0451 -5.5848 1.7579  -0.64
C3 -0.5386 -4.4088 0.8758  -0.06
O4 0.1812 -3.3146 1.2440  -0.73
H1 0.8730 -5.4332 2.3256  0.23
H2 0.1678 -6.4561 1.1387  0.22
H3 -0.7764 -5.8050 2.5360  0.21
H4 -1.6151 -4.3085 1.0312  0.14
H5 -0.3525 -4.6458 -0.1737  0.15
H6 -0.1454 -2.5428 0.7708  0.47
C4 2.5897 3.1338 -3.3100  -0.62
C5 1.8311 3.7019 -2.1137  -0.07
O5 0.7412 2.8051 -1.9092  -0.80
H7 2.8622 2.0938 -3.1330  0.20
H8 3.4601 3.7673 -3.4809  0.23
H9 1.8647 3.2345 -4.1176  0.21
H10 1.4881 4.7016 -2.3825  0.19
H11 2.3847 3.8826 -1.1917  0.18
H12 0.9642 2.2118 -1.1862  0.50
C6 -1.2144 -0.4336 -3.4118  0.79
O6 -2.0190 -0.3785 -2.5206  -0.81
N1 -1.1880 -1.3132 -4.3704  -0.80
N2 -0.2181 0.4254 -3.5080  -0.82
H13 -0.2738 -1.4760 -4.7648  0.41
H14 -1.8832 -2.0394 -4.4535  0.41
H15 0.2961 0.6508 -4.3452  0.42
H16 -0.1513 0.9696 -2.6611  0.41
C7 2.7671 -2.2958 -2.0645  0.76
O7 3.5883 -2.9758 -2.6218  -0.63
N3 1.5754 -2.6328 -1.6509  -0.84
N4 2.9774 -0.9577 -2.0228  -0.86
H17 0.9448 -1.9997 -1.1807  0.39
H18 1.1462 -3.4379 -2.0814  0.40
H19 2.2804 -0.4621 -1.4876  0.37
H20 3.7507 -0.4918 -2.4699  0.41
C8 -2.6352 4.0459 -1.9539  0.76
O8 -3.7139 4.6238 -1.9409  -0.66
N5 -2.0631 3.6000 -3.0645  -0.84
N6 -1.8430 3.8502 -0.8824  -0.86
H21 -2.5415 3.6613 -3.9501  0.41
H22 -1.2424 3.0145 -3.0436  0.39
H23 -1.0260 3.3002 -1.1022  0.41
H24 -2.2265 4.0036 0.0354  0.38
C9 0.7416 3.2605 2.6599  0.74
O9 1.0747 4.0031 3.5330  -0.64
N7 0.0960 2.1070 2.8318  -0.91
N8 0.8695 3.6234 1.4235  -0.83
H25 0.2104 1.7547 3.7706  0.42
H26 -0.0719 1.6019 1.9741  0.39
H27 0.7228 2.9026 0.7337  0.38
H28 1.2946 4.5317 1.3150  0.43
C10 -1.5360 -1.2666 3.5270  -0.68
C11 -1.1254 -2.3760 4.5906  0.12
C12 0.3325 -2.6585 4.6480  -0.63
O10 -1.4579 -1.8268 5.8053  -0.70
H29 -1.2286 -0.2601 3.8114  0.17
H30 -2.5812 -1.5119 3.3366  0.22
H31 -0.9828 -1.3983 2.5954  0.21
H32 -1.6713 -3.3140 4.4854  0.18
H33 0.6861 -3.2594 5.4850  0.24
H34 0.8158 -1.6829 4.7210  0.19
H35 0.6094 -3.1506 3.7149  0.23
H36 -1.2102 -0.8998 5.7814  0.45

Cartesian forces, eV/Å:
-0.01 -0.30 -0.35
0.20 0.12 0.01
2.38 1.04 1.04
0.04 -1.07 -0.85
-1.49 -0.80 -0.27
-1.49 1.68 0.49
-0.34 -0.30 -0.12
0.39 -2.33 0.38
0.51 2.01 0.68
0.15 0.72 -0.41
-0.38 -0.18 0.16
-0.16 -0.33 -0.21
-0.27 0.20 -0.06
-0.15 -0.13 -0.24
0.36 -0.23 0.22
-0.05 0.91 0.86
0.38 0.08 -0.65
-0.81 0.35 0.53
0.11 0.06 -0.14
0.11 -0.27 -0.38
0.38 -0.26 -0.36
-0.56 -0.13 -0.04
0.30 -0.55 0.02
0.24 -0.30 0.05
1.32 0.19 -1.35
-2.55 0.03 2.53
-0.21 -2.57 -2.15
0.99 1.75 1.35
-0.35 -0.27 -0.32
0.12 0.14 0.08
-0.02 -0.08 0.29
0.66 0.66 -0.65
2.72 1.98 -2.33
0.43 -1.88 -0.34
-3.41 -1.92 1.06
-0.74 1.63 1.10
0.40 -0.15 -0.29
0.33 -0.15 0.39
0.55 0.74 -0.25
0.00 -0.41 0.38
-1.73 1.30 0.14
0.11 -0.29 0.37
0.86 -1.05 -2.46
0.27 -0.40 0.96
-0.12 0.16 0.34
-0.05 0.23 0.02
0.30 0.20 0.92
0.35 0.11 -0.25
0.05 1.49 1.20
0.62 0.76 2.57
-1.57 -1.55 0.72
0.12 0.41 -3.44
-0.03 -0.72 -0.39
0.33 -0.88 0.72
0.44 0.78 -0.58
0.02 -0.29 -0.66
0.80 -2.30 -0.72
0.49 0.99 -0.55
0.98 -0.01 -1.31
-1.54 0.56 2.06
-0.54 0.07 0.66
-0.29 0.98 0.01
-0.04 -0.40 -0.19
-0.37 0.22 -0.30
-0.52 -0.03 0.08
0.45 -0.03 -0.11
0.46 0.11 -0.01
0.10 -0.03 0.36

Computed properties:
Total charge: +1
⟨S²⟩: 0.76
Calculated total energy in a.u.: -2416.0047
Energy relative to the best compared isomer or geometry (same formula, charge and spin) in kcal/mol: 0.0
Lowest unoccupied orbital energy (spin up / spin down) in eV: -5.0 / -7.5
HOMO energy (spin up / spin down) in eV: -11.798 / -11.735
Spin multiplicity: 2

Entry 5:
One molecule with the formula C4H6BrN in a non-equilibrium geometry. Source: the Open Molecules 2025 dataset; level of theory: the ωB97M-V functional and the def2-TZVPD basis.

Each line ends with the natural charge from an NBO analysis.
Geometry (Å):
C1 -1.3279 -1.6887 0.9797  -0.05
N1 -0.3516 -0.9649 1.2613  -0.36
C2 -0.2274 -0.0459 0.1624  -0.31
C3 1.0208 0.8058 -0.2755  0.00
C4 0.9846 1.7945 -1.1389  -0.50
Br1 2.5694 0.0580 0.6656  0.02
H1 -1.6384 -2.4730 1.6644  0.18
H2 -1.7756 -1.7264 -0.0826  0.14
H3 -0.3850 -0.7260 -0.7656  0.19
H4 -0.9796 0.6338 0.2338  0.20
H5 0.0567 2.3758 -1.1818  0.24
H6 2.0540 1.9569 -1.5228  0.24

Cartesian forces, eV/Å:
-0.75 -2.32 -0.75
0.26 0.97 0.31
2.96 -0.93 -3.55
-1.00 -2.79 2.67
2.50 -0.06 0.43
-0.19 0.48 -1.13
-0.19 0.15 0.14
0.21 0.17 1.64
0.20 1.62 0.98
-2.44 1.99 0.00
0.54 -0.26 -0.98
-2.08 0.99 0.24

Computed properties:
Calculated total energy in a.u.: -2784.6703
Energy relative to the best compared isomer or geometry (same formula, charge and spin) in kcal/mol: 50.3
Lowest unoccupied orbital energy in eV: 0.9
HOMO energy in eV: -9.387
SMILES: C=NCC(=C)Br

Entry 6:
One molecule with the formula C5H9P3S in a non-equilibrium geometry. Source: the Open Molecules 2025 dataset; level of theory: the ωB97M-V functional and the def2-TZVPD basis.

Each line ends with the natural charge from an NBO analysis.
Geometry (Å):
C1 2.7289 0.6083 0.0012  -0.66
C2 1.3772 0.0434 0.1280  -0.31
S1 1.3202 -1.4540 0.9178  0.60
C3 -0.3563 -1.7151 1.0842  -0.70
P1 -1.3071 -3.0937 1.5653  0.38
C4 0.1860 0.5030 -0.5267  -0.37
P2 0.3676 2.1845 -1.3888  0.35
C5 -1.0053 -0.0527 -0.4907  -0.24
P3 -2.6999 0.0104 -0.6373  0.37
H1 2.8405 1.3823 -0.7660  0.23
H2 3.2009 0.9876 0.9458  0.23
H3 3.4514 -0.1478 -0.4816  0.23
H4 -2.4914 -2.5357 1.2064  -0.04
H5 -1.8669 -2.6819 2.7691  -0.03
H6 1.0678 2.4793 -0.1928  -0.01
H7 -0.7262 2.6368 -0.8853  -0.05
H8 -3.0390 -1.0633 0.3107  0.01
H9 -2.5477 -0.7246 -1.8025  -0.01

Cartesian forces, eV/Å:
2.70 -0.29 -1.01
-0.68 -0.79 -0.63
-2.50 0.11 0.60
1.50 2.41 -2.36
0.63 -0.94 0.08
0.93 0.87 -0.13
3.21 -1.94 -0.42
2.32 -2.53 3.57
-1.37 0.05 0.31
-0.47 0.19 0.37
-0.52 -0.37 -0.76
-0.87 0.67 1.12
-1.48 0.30 -1.50
0.59 0.13 1.33
0.08 0.90 -0.38
-3.30 1.36 1.23
0.19 0.58 -0.86
-0.96 -0.71 -0.57

Computed properties:
Calculated total energy in a.u.: -1617.8793
Energy relative to the best compared isomer or geometry (same formula, charge and spin) in kcal/mol: 119.6
Lowest unoccupied orbital energy (spin up / spin down) in eV: -0.3 / -0.5
HOMO energy (spin up / spin down) in eV: -7.221 / -7.244
SMILES: C/C(SC#[PH2])=C(\P)C#[PH2]